DFT (the ωB97M-V functional and the def2-TZVPD basis) results for C23H18BrN2O4Pd as an isolated structure.

Properties
**Highest occupied orbital energy**: -4.66 eV
**Calculated total energy**: -108837.5388 eV
**Largest force on an atom**: 1.14 eV/Å
**ΔE to the lowest compared entry with this formula, charge and spin**: 18.87 kcal per mole
**HOMO-LUMO gap**: 7.28 eV

Structure (ORCA input):
```
! RIJCOSX wB97M-V def2-TZVPD def2/J DEFGRID3
* xyz -1 1
Pd 1.22679 0.91121 -0.29360
O 0.61431 2.82386 -0.11463
C -0.42121 3.06003 -0.87274
C -1.51848 3.82710 -0.45557
C -2.64922 3.94156 -1.24025
C -2.75365 3.29456 -2.46764
C -1.68389 2.53559 -2.91638
C -0.52399 2.44678 -2.16617
C 0.60448 1.60742 -2.57594
N 0.45697 0.44505 -3.07997
C 1.63925 -0.38738 -3.16325
C 1.63090 -1.43463 -2.03620
N 1.96203 -0.87762 -0.71074
C 2.58575 -1.58389 0.15653
C 3.07306 -1.09507 1.42065
C 3.47858 -2.02607 2.39083
C 4.04448 -1.63256 3.57763
C 4.25363 -0.26276 3.79417
C 3.89873 0.67582 2.85874
C 3.26769 0.30928 1.63550
O 2.96643 1.22455 0.78178
H -1.46650 4.30146 0.51742
H -3.48189 4.53081 -0.87312
H -3.65875 3.37427 -3.05587
H -1.73123 2.00107 -3.85764
H 1.60875 2.02104 -2.38736
H 2.58019 0.18520 -3.12359
H 1.60608 -0.93683 -4.10781
H 2.35893 -2.21740 -2.27347
H 0.62944 -1.86957 -1.98409
H 2.82772 -2.61832 -0.10158
H 3.32346 -3.08041 2.18551
H 4.32612 -2.35887 4.32810
H 4.70408 0.06443 4.72450
H 4.05515 1.73267 3.02965
Br -5.05119 -2.53875 3.68936
C -4.16914 -2.18148 2.03691
C -4.68206 -2.73614 0.87590
C -4.03607 -2.47434 -0.32452
C -2.90116 -1.67698 -0.35154
C -2.40123 -1.12933 0.82319
C -3.04257 -1.38171 2.02958
C -1.14743 -0.26024 0.82103
O -0.78701 0.26735 1.86378
O -0.60090 -0.16164 -0.33118
H -5.56689 -3.35700 0.91193
H -4.42682 -2.89754 -1.24196
H -2.38478 -1.45964 -1.27713
H -2.63696 -0.94494 2.93126
*
```